(1)
{"formula": "C7H11N6", "method": "wB97M-V/def2-TZVPD", "elements": ["C", "C", "C", "C", "C", "C", "C", "N", "N", "N", "N", "N", "N", "H", "H", "H", "H", "H", "H", "H", "H", "H", "H", "H"], "positions_angstrom": [[-2.4173, -0.7671, -0.5582], [-3.3018, -0.6606, 0.5008], [-1.4088, 0.1630, -0.2712], [0.6002, 1.6689, -0.4402], [1.5752, 1.7986, 0.4296], [1.6815, -0.5833, 0.6052], [-0.0085, 0.3884, -0.9055], [-2.9177, 0.2293, 1.3745], [-1.7604, 0.6874, 0.9185], [2.0458, 0.6418, 0.9856], [0.8600, -0.7015, -0.4497], [2.3588, -1.6547, 1.0325], [-0.1027, 0.3610, -2.3503], [-2.6689, -1.5346, -1.2834], [-4.1435, -1.2858, 0.7643], [0.3548, 2.5842, -1.0237], [1.8547, 2.6584, 0.9955], [-1.2704, 1.3896, 1.5640], [2.8936, 0.6872, 1.6380], [0.4961, -1.5706, -0.7434], [3.0184, -1.7783, 1.7499], [2.3581, -2.5720, 0.6881], [0.8044, 0.0168, -2.5991], [-0.9017, -0.1662, -2.6219]], "mulliken_charge": [-0.553, -0.525, -0.014, -1.323, -0.317, 0.531, 1.860, -1.023, 0.441, -0.154, -0.301, -0.373, -0.635, 0.328, 0.433, 0.335, 0.408, 0.325, 0.303, 0.315, 0.178, 0.184, 0.279, 0.298], "charge": 1, "largest_force_ev_per_a": 4.75, "homo_lumo_gap_ev": 9.2, "smiles": "N[C@]1(c2ccn[nH]2)C=CNC(=[NH2+])N1"}



(2)
{"formula": "C2H3N4", "method": "wB97M-V/def2-TZVPD", "elements": ["C", "C", "N", "N", "N", "N", "H", "H", "H"], "positions_angstrom": [[0.1327, -0.1228, -0.0637], [-1.0307, 0.8302, -0.0212], [0.4109, -1.0482, -0.9484], [1.0149, -0.1178, 0.9406], [1.5235, -1.6541, -0.5681], [1.8530, -1.1282, 0.5599], [-0.5523, 1.6713, 0.1953], [-1.6894, 1.0347, -0.8609], [-1.6626, 0.5349, 0.7665]], "mulliken_charge": [0.665, -0.847, -0.426, -0.453, -0.418, -0.357, 0.311, 0.311, 0.212], "charge": -1, "largest_force_ev_per_a": 4.57, "homo_lumo_gap_ev": 8.9}



(3)
{"formula": "C6H8", "method": "wB97M-V/def2-TZVPD", "elements": ["C", "C", "C", "C", "C", "C", "H", "H", "H", "H", "H", "H", "H", "H"], "positions_angstrom": [[-1.0035, -1.2107, 2.5318], [-0.6917, -0.6908, 1.4911], [-0.2968, -0.0023, 0.2653], [1.1817, 0.1713, -0.0467], [0.8202, 1.0349, -1.2467], [-0.8520, -0.4127, -1.0697], [-1.2987, -1.6474, 3.4597], [-0.6051, 1.0585, 0.1804], [1.7280, 0.6540, 0.7741], [1.7178, -0.7242, -0.3718], [0.7909, 2.1169, -0.9556], [1.2002, 0.9421, -2.2448], [-1.1595, -1.4895, -1.1408], [-1.5315, 0.2000, -1.6264]], "mulliken_charge": [0.065, -0.905, 0.288, -0.308, -0.773, -0.755, 0.424, 0.230, 0.317, 0.287, 0.237, 0.295, 0.306, 0.293], "largest_force_ev_per_a": 1.56, "homo_lumo_gap_ev": [8.7, 8.6]}



(4)
{"formula": "C30H31BCl3F4HgN8O", "method": "wB97M-V/def2-TZVPD", "elements": ["Hg", "C", "N", "C", "C", "C", "C", "C", "C", "C", "C", "H", "H", "H", "H", "H", "H", "H", "H", "H", "H", "H", "H", "Cl", "C", "C", "C", "Cl", "C", "O", "C", "Cl", "C", "H", "H", "C", "C", "C", "C", "N", "C", "N", "N", "N", "H", "H", "H", "H", "H", "H", "H", "H", "H", "H", "N", "C", "C", "C", "C", "C", "C", "C", "N", "C", "C", "N", "C", "H", "H", "H", "H", "H", "H", "H", "F", "B", "F", "F", "F"], "positions_angstrom": [[0.0025, -0.1451, -0.0421], [-2.6289, 2.1100, -0.2007], [-2.2239, 1.1969, 0.8647], [-2.1954, 1.8734, 2.1473], [-3.0773, 0.0225, 0.9083], [-2.9099, -0.8898, -0.2929], [-4.0363, -1.5222, -0.8111], [-3.9354, -2.4175, -1.8676], [-2.6908, -2.6743, -2.4241], [-1.5630, -2.0430, -1.9116], [-1.6553, -1.1606, -0.8409], [-3.6295, 2.5338, -0.0040], [-2.6460, 1.5964, -1.1616], [-1.9097, 2.9265, -0.2856], [-3.1929, 2.2453, 2.4376], [-1.5127, 2.7244, 2.0957], [-1.8408, 1.1885, 2.9202], [-4.1373, 0.3158, 0.9961], [-2.8124, -0.5488, 1.8037], [-5.0104, -1.3006, -0.3850], [-4.8215, -2.9032, -2.2600], [-2.5948, -3.3591, -3.2599], [-0.6029, -2.2414, -2.3693], [6.9292, -2.9668, -2.4443], [5.5926, -2.3185, -1.5143], [4.3434, -2.9048, -1.6025], [3.3007, -2.3813, -0.8621], [1.7462, -3.1622, -0.9382], [3.4150, -1.2471, -0.0007], [2.4622, -0.7622, 0.7019], [4.7399, -0.7247, 0.0465], [5.0194, 0.6356, 1.0972], [5.7980, -1.2283, -0.6856], [4.1789, -3.7730, -2.2273], [6.7753, -0.7728, -0.6041], [3.2170, -3.9378, 2.6493], [3.2320, -3.2497, 4.0147], [3.8811, -1.8638, 3.9431], [1.8571, -3.2464, 4.6819], [0.7700, -2.6547, 3.8994], [0.7575, -1.7854, 2.8865], [-0.4947, -1.5241, 2.5821], [-1.2413, -2.2623, 3.4380], [-0.4994, -2.9383, 4.2293], [4.2367, -4.0376, 2.2688], [2.6544, -3.3633, 1.9135], [2.7769, -4.9388, 2.7150], [3.8409, -3.8595, 4.6885], [3.4552, -1.2395, 3.1553], [4.9450, -1.9662, 3.7163], [3.7938, -1.3326, 4.8967], [1.9166, -2.7144, 5.6309], [1.5541, -4.2692, 4.8921], [1.6278, -1.3883, 2.3605], [3.3562, 5.1985, 8.7145], [3.0584, 4.8236, 7.6521], [2.6974, 4.3688, 6.3686], [2.4881, 2.9745, 6.1071], [2.1513, 2.5272, 4.8618], [1.9950, 3.4334, 3.7726], [2.1871, 4.8178, 4.0224], [2.5225, 5.2718, 5.2661], [1.6328, 2.9675, 2.4836], [1.5638, 3.7079, 1.3120], [1.1324, 2.8664, 0.3250], [0.9359, 1.6296, 0.8662], [1.2317, 1.7183, 2.1598], [2.6022, 2.2656, 6.9183], [2.0147, 1.4620, 4.7072], [2.0537, 5.5348, 3.2208], [2.6527, 6.3342, 5.4325], [1.8517, 4.7433, 1.2576], [0.9406, 3.0815, -0.7186], [1.1555, 0.9089, 2.8628], [-0.2517, 1.4647, -2.3144], [-0.5583, 2.6116, -3.1191], [-0.2072, 3.7765, -2.3771], [0.1806, 2.5584, -4.3227], [-1.9506, 2.6209, -3.3904]], "mulliken_charge": [2.435, -1.314, 0.948, -1.436, -1.479, 1.358, -0.723, -0.561, -0.757, -1.009, 0.046, 0.271, 0.378, 0.297, 0.339, 0.359, 0.248, 0.305, 0.372, 0.336, 0.354, 0.370, 0.466, -0.280, 0.453, -0.857, 0.780, -0.232, -0.942, -0.367, 0.554, -0.233, -0.798, 0.415, 0.416, -1.103, 0.740, -1.227, -0.886, 0.834, -0.179, 0.720, -0.523, -0.978, 0.396, -0.015, 0.382, 0.298, 0.123, 0.399, 0.367, 0.257, 0.419, -0.185, -0.749, 0.316, 0.133, -0.980, -0.263, 1.222, -0.552, -1.081, 0.508, -0.090, -1.622, 0.326, -0.603, 0.380, 0.326, 0.226, 0.382, 0.410, 0.458, 0.027, -0.234, 0.331, -0.450, -0.374, -0.399], "spin_multiplicity": 2, "charge": -2, "largest_force_ev_per_a": 0.65, "homo_lumo_gap_ev": [3.8, 7.2]}



(5)
{"formula": "C21H38N", "method": "wB97M-V/def2-TZVPD", "elements": ["C", "C", "C", "C", "C", "C", "C", "C", "C", "C", "C", "C", "C", "C", "C", "H", "H", "C", "N", "C", "C", "C", "C", "C", "H", "H", "H", "H", "H", "H", "H", "H", "H", "H", "H", "H", "H", "H", "H", "H", "H", "H", "H", "H", "H", "H", "H", "H", "H", "H", "H", "H", "H", "H", "H", "H", "H", "H", "H", "H"], "positions_angstrom": [[2.7809, 1.5955, 2.5919], [2.5112, 0.4918, 1.5762], [3.7701, 0.0769, 0.8088], [4.2258, 1.0880, -0.2532], [3.8146, 0.7211, -1.6812], [2.3098, 0.7944, -1.9293], [1.9554, 0.4536, -3.3772], [0.5049, 0.7754, -3.7422], [-0.5129, 0.0373, -2.8745], [-1.9452, 0.2681, -3.3507], [-3.0271, -0.2175, -2.3815], [-3.0810, -1.7392, -2.1888], [-2.2511, -2.2801, -1.0207], [-2.8678, -1.9541, 0.3403], [-2.0862, -2.5410, 1.5153], [-1.9378, -3.6080, 1.3471], [-2.6670, -2.4268, 2.4332], [-0.6971, -1.9162, 1.7262], [-0.8132, -0.5276, 2.1274], [-0.9490, -0.2192, 3.4224], [-1.1294, 1.0845, 3.8311], [-1.1797, 2.0953, 2.8777], [-1.0430, 1.7550, 1.5398], [-0.8569, 0.4305, 1.1963], [-0.7354, 0.1265, 0.1656], [-1.0723, 2.5064, 0.7670], [-1.3189, 3.1231, 3.1734], [-1.2269, 1.3056, 4.8817], [-0.9060, -1.0330, 4.1313], [-0.1181, -1.9744, 0.8041], [-0.1678, -2.4660, 2.5063], [-3.8742, -2.3748, 0.3690], [-2.9772, -0.8731, 0.4634], [-2.1899, -3.3660, -1.1167], [-1.2358, -1.8898, -1.0890], [-2.7428, -2.2170, -3.1091], [-4.1175, -2.0433, -2.0321], [-2.9016, 0.2832, -1.4178], [-3.9880, 0.1086, -2.7828], [-2.0849, -0.2216, -4.3154], [-2.0888, 1.3401, -3.5074], [-0.2810, -1.0292, -2.8913], [-0.4205, 0.4005, -1.8467], [0.3401, 1.8516, -3.6506], [0.3400, 0.5059, -4.7868], [2.1491, -0.6068, -3.5540], [2.6091, 1.0203, -4.0426], [1.8048, 0.0938, -1.2611], [1.9582, 1.8040, -1.6994], [4.1691, -0.2863, -1.9104], [4.3140, 1.4065, -2.3689], [5.3142, 1.1544, -0.2308], [3.8381, 2.0797, -0.0146], [4.5687, -0.0725, 1.5370], [3.5938, -0.8868, 0.3259], [1.7474, 0.8309, 0.8714], [2.1202, -0.3840, 2.1056], [3.5029, 1.2595, 3.3314], [3.1842, 2.4784, 2.1049], [1.8662, 1.8810, 3.1111]], "mulliken_charge": [-1.363, 0.757, -0.907, -0.788, -1.102, 0.489, -0.956, -1.020, 0.700, -1.223, -0.498, -1.025, 0.038, -0.475, -0.912, 0.425, 0.357, -1.063, 0.522, -0.156, -0.619, -0.664, -0.484, -0.351, 0.790, 0.551, 0.474, 0.481, 0.460, 0.377, 0.593, 0.472, 0.165, 0.365, -0.184, 0.439, 0.440, 0.243, 0.302, 0.346, 0.407, 0.457, -0.524, 0.355, 0.377, 0.331, 0.415, -0.326, 0.355, 0.333, 0.459, 0.301, 0.391, 0.499, 0.382, -0.421, 0.212, 0.368, 0.315, 0.320], "charge": 1, "largest_force_ev_per_a": 1.33, "homo_lumo_gap_ev": 8.9, "smiles": "CCCCCCCCCCCCCCCC[n+]1ccccc1"}



(6)
{"formula": "C7H14", "method": "wB97M-V/def2-TZVPD", "elements": ["C", "C", "C", "C", "C", "C", "C", "H", "H", "H", "H", "H", "H", "H", "H", "H", "H", "H", "H", "H", "H"], "positions_angstrom": [[1.7527, -1.3943, 0.9903], [1.1413, -1.1428, -0.3609], [-0.0391, -0.5705, -0.5145], [1.0339, 2.6719, -0.5386], [-1.1483, -0.1292, -1.3665], [-1.2420, -0.0746, 0.1617], [-2.1066, -1.0713, 0.9024], [2.8131, -1.1199, 1.0076], [1.2346, -0.8144, 1.7611], [1.6873, -2.4545, 1.2646], [1.2185, 1.6067, -0.3819], [1.7070, -1.4523, -1.2399], [1.1833, 2.9138, -1.5939], [1.7228, 3.2585, 0.0734], [0.0042, 2.9088, -0.2553], [-1.0541, 0.8208, -1.8926], [-1.7428, -0.8758, -1.8921], [-1.2041, 0.9265, 0.5937], [-1.7917, -1.1533, 1.9489], [-2.0049, -2.0639, 0.4496], [-3.1651, -0.7903, 0.8831]], "mulliken_charge": [-1.192, -0.237, 0.057, -0.848, -0.579, 0.293, -1.462, 0.351, 0.293, 0.331, 0.061, 0.378, 0.255, 0.333, 0.206, 0.220, 0.252, 0.282, 0.327, 0.307, 0.373], "largest_force_ev_per_a": 0.22, "homo_lumo_gap_ev": 10.2, "smiles": "C/C=C1/C[C@H]1C.C"}